(1)
{
  "formula": "C16H24F6NO7PS3Ti",
  "method": "wB97M-V/def2-TZVPD",
  "charge": -1,
  "s2": 3.77,
  "homo_energy_ev": [-3.842, -5.707],
  "gap_ev": [6.420, 7.786],
  "e_above_lowest_kcal_mol": 0.0,
  "spin_multiplicity": 4,
  "symbols": ["Ti", "C", "C", "C", "C", "C", "C", "C", "C", "C", "C", "H", "H", "H", "H", "H", "H", "H", "H", "H", "H", "H", "H", "H", "H", "H", "F", "C", "F", "F", "S", "O", "O", "N", "S", "O", "O", "C", "F", "F", "F", "S", "C", "C", "O", "P", "O", "C", "O", "C", "H", "H", "H", "H", "H", "H", "H", "H", "H"],
  "coordinates": [[-0.346, 0.688, 1.076], [-1.163, 2.588, -0.064], [-1.253, 2.814, 1.337], [-2.199, 1.891, 1.865], [-2.718, 1.121, 0.791], [-2.080, 1.554, -0.400], [-2.382, 1.021, -1.764], [-3.819, 0.106, 0.835], [-2.598, 1.772, 3.307], [-0.553, 3.894, 2.107], [-0.292, 3.347, -1.025], [-2.037, -0.009, -1.884], [-1.908, 1.627, -2.538], [-3.461, 1.034, -1.941], [-3.575, -0.770, 0.233], [-4.746, 0.539, 0.445], [-4.009, -0.244, 1.848], [-2.937, 0.762, 3.539], [-3.409, 2.465, 3.551], [-1.762, 1.998, 3.971], [-0.369, 3.593, 3.138], [-1.155, 4.808, 2.128], [0.414, 4.132, 1.666], [0.633, 2.817, -1.263], [-0.016, 4.318, -0.614], [-0.820, 3.525, -1.964], [0.961, -3.401, 2.252], [-0.226, -3.383, 2.871], [-0.761, -4.603, 2.774], [-0.016, -3.123, 4.165], [-1.343, -2.127, 2.106], [-0.521, -0.913, 2.386], [-2.535, -2.220, 2.902], [-1.529, -2.453, 0.639], [-0.297, -2.153, -0.516], [-0.998, -2.399, -1.779], [-0.105, -0.619, -0.385], [0.306, -5.330, -1.839], [0.003, -5.251, -0.561], [0.494, -6.595, -2.216], [1.343, -4.582, -2.157], [2.726, 1.912, 2.273], [1.348, 1.363, 1.767], [5.060, 0.409, -3.078], [4.035, 1.213, -2.499], [2.832, 0.544, -1.626], [3.779, -0.419, -0.721], [3.186, -1.386, 0.147], [2.261, -0.620, -2.629], [1.088, -0.304, -3.379], [5.548, 1.014, -3.842], [4.639, -0.488, -3.536], [5.787, 0.116, -2.322], [2.683, -2.162, -0.430], [2.470, -0.921, 0.826], [3.996, -1.825, 0.727], [1.368, 0.025, -4.382], [0.510, 0.484, -2.888], [0.467, -1.195, -3.428]]
}


(2)
{
  "formula": "C16H24N2NiO",
  "method": "wB97M-V/def2-TZVPD",
  "s2": 2.01,
  "homo_energy_ev": [-6.530, -6.518],
  "gap_ev": [5.826, 5.763],
  "e_above_lowest_kcal_mol": 29.6,
  "spin_multiplicity": 3,
  "symbols": ["C", "C", "H", "H", "H", "H", "H", "H", "C", "C", "C", "C", "H", "H", "H", "H", "N", "C", "C", "N", "C", "C", "C", "H", "H", "C", "H", "H", "Ni", "C", "H", "H", "H", "C", "C", "C", "O", "H", "H", "H", "H", "H", "H", "H"],
  "coordinates": [[-1.428, 0.806, 2.262], [-1.311, -0.715, 2.415], [-0.430, 1.103, 2.495], [-2.106, 0.866, 3.112], [-1.901, 1.609, 1.664], [-1.219, -1.656, 1.892], [-0.508, -0.725, 3.143], [-2.279, -0.796, 2.857], [-0.270, 2.557, -0.803], [0.085, 3.408, -1.849], [0.315, 2.855, -3.124], [0.226, 1.480, -3.290], [-0.390, 2.902, 0.216], [0.185, 4.479, -1.656], [0.575, 3.499, -3.964], [0.453, 0.933, -4.249], [-0.469, 1.240, -1.022], [-0.153, 0.669, -2.242], [-0.262, -0.797, -2.255], [-0.614, -1.368, -1.053], [-0.681, -2.707, -0.892], [-0.246, -3.001, -3.238], [-0.550, -3.544, -1.979], [-0.854, -3.064, 0.125], [-0.704, -4.624, -1.837], [-0.063, -1.610, -3.365], [0.200, -1.079, -4.298], [-0.163, -3.629, -4.116], [-1.066, -0.119, 0.212], [-2.953, -0.159, 0.348], [-3.218, -1.148, 0.008], [-3.189, 0.606, -0.371], [-3.397, 0.071, 1.302], [3.608, 0.046, 1.415], [2.127, -0.237, 1.824], [1.861, 0.502, 3.131], [1.386, 0.171, 0.793], [3.689, 1.118, 1.185], [3.835, -0.510, 0.505], [4.315, -0.210, 2.207], [2.092, -1.295, 2.114], [2.007, 1.576, 2.970], [0.872, 0.347, 3.539], [2.594, 0.153, 3.868]]
}


(3)
{
  "formula": "C16H24N2O",
  "method": "wB97M-V/def2-TZVPD",
  "smiles": "Cc1ccccc1NC(=O)NC1CCCCCCC1",
  "homo_energy_ev": -8.453,
  "gap_ev": 9.166,
  "e_above_lowest_kcal_mol": 0.3,
  "spin_multiplicity": 1,
  "symbols": ["C", "C", "C", "C", "C", "C", "C", "N", "C", "O", "N", "H", "C", "C", "H", "H", "C", "H", "C", "C", "H", "H", "C", "H", "C", "C", "H", "H", "H", "H", "H", "H", "H", "H", "H", "H", "H", "H", "H", "H", "H", "H", "H"],
  "coordinates": [[-0.574, 3.857, -0.182], [0.360, 4.000, -1.341], [0.749, 5.260, -1.777], [1.568, 5.429, -2.878], [2.010, 4.322, -3.580], [1.649, 3.058, -3.155], [0.846, 2.887, -2.033], [0.486, 1.575, -1.657], [0.734, 1.031, -0.409], [1.193, 1.650, 0.526], [0.425, -0.297, -0.346], [-0.105, -0.714, -1.095], [0.455, -1.026, 0.910], [-0.951, -1.061, 1.521], [-1.656, -1.407, 0.766], [-1.223, -0.032, 1.761], [-1.047, -1.943, 2.771], [-0.064, -2.343, 3.012], [-2.040, -3.098, 2.634], [-1.930, -3.927, 1.351], [-2.563, -4.808, 1.490], [-2.354, -3.377, 0.509], [-0.519, -4.397, 0.978], [-0.620, -5.363, 0.477], [0.263, -3.480, 0.026], [1.119, -2.393, 0.687], [1.499, -2.770, 1.636], [1.991, -2.204, 0.057], [-0.426, -3.033, -0.694], [0.943, -4.117, -0.545], [0.063, -4.570, 1.884], [-3.058, -2.703, 2.686], [-1.906, -3.761, 3.492], [-1.354, -1.339, 3.627], [1.108, -0.435, 1.562], [0.476, 0.918, -2.425], [1.995, 2.187, -3.695], [2.638, 4.439, -4.451], [1.852, 6.422, -3.194], [0.387, 6.128, -1.245], [-1.041, 4.810, 0.054], [-0.029, 3.501, 0.691], [-1.348, 3.124, -0.407]]
}


(4)
{
  "formula": "C16H24N2O6",
  "method": "wB97M-V/def2-TZVPD",
  "smiles": "COCCCN[C@@H](CC(=O)Nc1ccc(OC)cc1OC)C(=O)O",
  "homo_energy_ev": -8.259,
  "gap_ev": 8.761,
  "e_above_lowest_kcal_mol": 29.2,
  "spin_multiplicity": 1,
  "symbols": ["C", "O", "C", "C", "C", "N", "H", "C", "H", "C", "O", "O", "H", "C", "C", "O", "N", "C", "C", "C", "C", "C", "C", "O", "C", "H", "H", "H", "H", "O", "C", "H", "H", "H", "H", "H", "H", "H", "H", "H", "H", "H", "H", "H", "H", "H", "H", "H"],
  "coordinates": [[-1.865, 1.041, 3.335], [-2.260, -0.200, 2.815], [-1.484, -0.592, 1.706], [-1.974, -1.955, 1.222], [-1.237, -2.415, -0.031], [0.099, -2.919, 0.277], [0.453, -2.471, 1.115], [1.071, -2.816, -0.805], [0.623, -2.324, -1.681], [1.473, -4.243, -1.252], [2.201, -4.449, -2.181], [0.935, -5.185, -0.498], [0.374, -4.714, 0.174], [2.341, -2.053, -0.388], [1.919, -0.733, 0.242], [1.925, -0.564, 1.445], [1.461, 0.170, -0.657], [0.765, 1.356, -0.380], [0.894, 2.060, 0.803], [0.155, 3.210, 1.032], [-0.723, 3.670, 0.062], [-0.852, 2.972, -1.143], [-0.123, 1.823, -1.369], [-0.195, 1.059, -2.504], [-1.024, 1.500, -3.555], [-2.073, 1.533, -3.248], [-0.717, 2.486, -3.916], [-0.903, 0.768, -4.352], [-1.545, 3.363, -1.870], [-1.506, 4.778, 0.171], [-1.434, 5.535, 1.356], [-2.135, 6.358, 1.222], [-0.429, 5.938, 1.514], [-1.732, 4.945, 2.229], [0.279, 3.729, 1.968], [1.571, 1.697, 1.557], [1.427, -0.098, -1.631], [2.885, -2.630, 0.362], [2.982, -1.907, -1.256], [-1.193, -1.574, -0.740], [-1.796, -3.225, -0.513], [-1.849, -2.688, 2.020], [-3.040, -1.874, 1.007], [-1.587, 0.153, 0.897], [-0.422, -0.623, 1.992], [-2.510, 1.241, 4.188], [-1.981, 1.837, 2.587], [-0.817, 1.020, 3.659]]
}


| no. | F_max (eV Å⁻¹) |
| --- | --- |
| 1 | 0.5 |
| 2 | 3.8 |
| 3 | 0.4 |
| 4 | 0.7 |